Here is a cluster of 2 separate species, ClFIPS in total in a non-equilibrium geometry from the Open Molecules 2025 dataset. Energies are from ωB97M-V/def2-TZVPD.

The geometry in XYZ format:
```
5
Properties=species:S:1:pos:R:3:forces:R:3:nbo_charge:R:1
F -0.2317 0.6784 1.3152 0.72 -1.00 -2.56 -0.55
P 0.1665 0.2237 -0.2317 -0.44 1.84 1.90 1.09
S -0.2217 1.6540 -1.5070 0.39 -1.95 1.24 -0.22
Cl -2.3926 -2.1788 0.2879 1.20 0.95 -0.29 -0.41
I 2.6794 -0.3773 0.1357 -1.87 0.16 -0.29 0.09
```
Positions in Å, forces in eV/Å.

Properties
Highest occupied orbital energy (alpha / beta), Eh: -0.353 / -0.353
Lowest unoccupied orbital energy (alpha / beta), eV: -5.05 / -5.06
Frontier orbital gap (alpha / beta), eV: 4.55 / 4.55

=====

Here is a structure of composition C26H23ClMnN6OS3 from the Open Molecules 2025 dataset. Energies are from ωB97M-V/def2-TZVPD.

The geometry in XYZ format:
```
61
Properties=species:S:1:pos:R:3:forces:R:3:nbo_charge:R:1
Mn 1.0012 0.0150 -0.9669 0.30 -0.46 0.19 1.14
C -0.7063 3.5070 0.7538 -0.03 0.02 -0.05 -0.69
C -0.2055 2.4177 -0.1261 0.13 0.05 0.13 0.31
N 0.8035 1.6669 0.1742 -0.14 0.03 -0.09 -0.30
N 1.4889 1.8948 1.3158 0.07 0.28 0.22 -0.39
C 2.3377 0.9625 1.6335 -0.23 -0.04 -0.25 0.31
N 3.0845 1.1058 2.7256 0.11 -0.11 0.08 -0.75
S 2.5330 -0.5291 0.7148 -0.24 -0.12 -0.29 0.03
C -0.8161 2.1376 -1.4359 -0.01 -0.06 -0.05 0.14
C -1.8241 2.9046 -1.9802 -0.10 0.12 0.03 -0.20
C -2.2762 2.6180 -3.2645 0.01 -0.04 -0.03 -0.10
C -1.6906 1.5837 -3.9722 -0.09 0.11 -0.03 -0.21
C -0.6968 0.8389 -3.3609 0.02 -0.09 0.05 0.10
N -0.2814 1.0986 -2.1202 -0.17 0.15 -0.23 -0.52
H -0.1951 3.4806 1.7084 0.01 0.02 0.03 0.28
H -1.7806 3.3916 0.9128 0.01 0.00 -0.02 0.25
H -0.5385 4.4813 0.2886 -0.02 0.00 0.00 0.26
H 3.0154 1.9532 3.2668 -0.03 0.00 -0.01 0.43
H 3.7504 0.4061 3.0031 0.03 0.01 0.00 0.43
H -2.2452 3.7252 -1.4153 0.01 -0.03 -0.03 0.25
H -3.0716 3.2054 -3.7046 0.03 0.00 0.00 0.26
H -1.9916 1.3476 -4.9838 0.00 -0.02 0.05 0.26
H -0.2207 0.0147 -3.8744 0.01 -0.02 0.04 0.24
O -0.4597 -0.6884 0.0093 0.36 -0.11 0.10 -0.98
S -1.7913 -1.3289 0.4542 -0.31 -0.16 0.26 1.30
C -2.0761 -0.6101 2.0652 0.15 0.05 -0.25 -0.30
C -1.0306 -0.4901 2.9719 0.02 0.00 0.10 -0.21
C -1.2918 0.0545 4.2171 0.02 -0.02 -0.03 -0.18
C -2.5850 0.4549 4.5472 0.01 0.00 -0.01 -0.16
C -3.6189 0.3185 3.6338 -0.04 0.01 0.02 -0.21
C -3.3675 -0.2099 2.3734 -0.04 0.00 -0.15 -0.14
C -1.4149 -3.0073 0.9308 0.12 0.20 -0.24 -0.18
C -2.5001 -3.8604 1.0562 -0.10 0.03 -0.03 -0.21
C -2.2677 -5.1732 1.4381 -0.04 0.04 0.01 -0.18
C -0.9701 -5.6114 1.6651 0.03 -0.02 0.01 -0.17
C 0.1033 -4.7415 1.5201 0.00 0.01 -0.01 -0.17
C -0.1132 -3.4224 1.1483 0.04 -0.07 0.04 -0.25
H -0.0381 -0.8381 2.7140 0.03 0.02 -0.02 0.23
H -0.4915 0.1484 4.9399 -0.04 0.01 0.00 0.23
H -2.7876 0.8688 5.5269 0.02 -0.02 -0.03 0.24
H -4.6235 0.6215 3.8993 0.04 -0.01 -0.02 0.24
H -4.1680 -0.3164 1.6489 0.04 0.01 0.03 0.23
H -3.5082 -3.5126 0.8561 0.05 -0.04 -0.01 0.23
H -3.1023 -5.8533 1.5467 0.04 0.01 -0.01 0.24
H -0.7937 -6.6410 1.9485 0.00 0.04 0.00 0.24
H 1.1137 -5.0879 1.6954 -0.03 -0.01 -0.01 0.23
H 0.7161 -2.7410 1.0271 0.03 0.06 -0.01 0.22
Cl 5.9948 -0.6366 -3.3844 0.05 -0.03 0.00 0.11
C 4.7077 0.4369 -3.0561 -0.01 0.13 -0.02 -0.06
C 4.6969 1.7334 -3.5527 0.02 0.03 -0.03 -0.12
C 3.6159 2.5442 -3.2511 0.12 0.06 -0.05 -0.20
C 2.5883 2.0497 -2.4770 -0.14 0.06 0.08 0.05
N 2.6033 0.7976 -2.0025 -0.12 -0.25 0.03 -0.46
C 3.6523 0.0072 -2.2775 -0.02 -0.04 0.02 0.04
H 5.5220 2.0934 -4.1548 -0.04 -0.02 0.01 0.27
H 3.5660 3.5620 -3.6132 0.01 -0.03 0.02 0.26
H 1.7404 2.6680 -2.2227 0.00 -0.03 -0.01 0.22
H 3.6672 -0.9916 -1.8666 -0.03 -0.02 0.02 0.24
S 1.1871 -1.8533 -2.3848 0.28 0.35 0.29 0.05
C -0.4225 -2.3188 -2.4147 -0.22 -0.18 0.08 0.01
N -1.5271 -2.6523 -2.4680 0.04 0.14 0.06 -0.27
```
Positions in Å, forces in eV/Å.

Properties
Highest occupied orbital energy (alpha / beta), Eh: -0.525 / -0.525
Lowest unoccupied orbital energy (alpha / beta), eV: -8.33 / -7.28
Expectation value of S²: 4.037
Frontier orbital gap (alpha / beta), eV: 5.96 / 7.01
Total charge: +2
2S+1: 4

=====

Here is the ion C9H10N2 with charge +2 in a non-equilibrium geometry from the Open Molecules 2025 dataset. Energies are from ωB97M-V/def2-TZVPD.

The geometry in XYZ format:
```
21
Properties=species:S:1:pos:R:3:forces:R:3:nbo_charge:R:1
C -2.1984 0.7326 -1.0136 1.49 0.24 -1.64 -0.13
C -2.4657 -0.5292 -0.6525 -0.93 0.71 -0.05 -0.18
C -0.9813 1.6063 -0.7852 -0.04 -1.24 0.71 -0.21
C -1.8734 -1.4067 0.3118 -0.74 -2.35 2.23 -0.14
C 0.3093 1.4213 -0.7550 -3.34 -0.89 0.30 0.54
C -0.7593 -1.5055 1.0208 0.60 2.06 -0.96 0.15
C 1.4963 -0.1328 0.6499 -4.09 0.22 -0.19 0.40
C 0.1806 -1.9721 2.0149 0.83 -1.27 0.40 -0.19
C 2.5909 1.2709 -1.0655 2.93 4.11 -3.28 -0.50
N 1.3846 0.9253 -0.3623 1.17 -1.49 0.90 -0.35
N 0.5640 -0.9112 1.0623 -0.40 1.55 -2.19 -0.24
H -2.8716 1.2659 -1.6713 -0.43 -0.16 0.21 0.27
H -3.4717 -0.8883 -0.9154 0.53 0.31 -0.23 0.28
H -1.3115 2.5732 -0.4847 0.00 1.13 0.44 0.32
H -2.5897 -2.2045 0.7284 0.87 1.17 -0.89 0.30
H 2.3512 -0.2247 1.1653 3.67 0.05 1.20 0.24
H 0.1416 -1.5116 3.0460 0.01 -1.27 -0.92 0.29
H 0.6397 -2.9725 1.7088 -0.30 1.31 1.31 0.29
H 2.3174 1.8524 -2.1147 0.36 -2.02 2.51 0.29
H 3.2905 0.4607 -1.2550 -0.46 -0.32 0.00 0.27
H 3.2562 2.1504 -0.6331 -1.72 -1.88 0.13 0.30
```
Positions in Å, forces in eV/Å.

Properties
Highest occupied orbital energy, Eh: -0.650
Lowest unoccupied orbital energy, eV: -10.41
Frontier orbital gap, eV: 7.29
Total charge: +2
Structure (SMILES): C[N+]1=C=C\C=C/C=C2/C/[N+]2=C/1

=====

Here is a structure of composition C60H77BrN2O2PtSSi from the Open Molecules 2025 dataset. Energies are from ωB97M-V/def2-TZVPD.

The geometry in XYZ format:
```
145
Properties=species:S:1:pos:R:3:forces:R:3:mulliken_charge:R:1
Pt -0.1232 -0.5807 0.7010 0.33 -0.31 0.00 1.83
C -3.5662 -3.0996 -3.4851 -0.01 0.04 0.02 -1.85
C -2.4566 -3.3500 -2.4611 -0.01 0.05 0.02 2.85
C -1.5319 -4.4626 -2.9598 0.02 0.02 -0.08 -1.63
C -2.9890 -3.7315 -1.0859 0.05 0.02 0.11 -0.18
C -3.6844 -4.9331 -0.9962 0.02 -0.02 0.01 -0.55
C -4.0928 -5.4349 0.2202 -0.04 -0.03 -0.02 -1.74
C -3.7238 -4.7700 1.3736 0.02 -0.04 0.01 -1.05
C -3.0185 -3.5715 1.3523 0.00 0.01 -0.22 -0.18
C -2.5110 -3.1041 2.6969 -0.09 0.03 0.08 0.76
C -1.0359 -3.4611 2.8057 0.13 0.02 0.00 -1.21
C -2.7672 -1.6526 3.0530 0.02 0.13 -0.03 -1.36
C -2.7350 -2.9981 0.0947 0.03 -0.04 0.01 0.55
N -2.2880 -1.6194 -0.0722 -0.69 0.20 -0.43 0.84
C -3.1348 -0.9932 -0.8086 0.29 -0.21 0.18 -1.30
C -3.0240 0.3131 -1.4999 0.41 0.30 0.07 -0.30
N -2.0056 1.0710 -1.4969 -0.37 -0.55 -0.15 1.42
C -2.0472 2.1778 -2.4006 -0.06 -0.06 -0.01 -0.45
C -2.9497 3.2343 -2.2331 0.03 0.06 -0.03 -0.03
C -2.9709 4.2321 -3.2034 0.01 0.04 -0.01 -0.15
C -2.1393 4.1877 -4.3054 -0.02 0.01 0.02 -1.51
C -1.2491 3.1368 -4.4477 0.04 0.02 0.08 -0.39
C -1.1741 2.1262 -3.4993 -0.02 0.01 0.02 0.33
C -0.2577 0.9403 -3.7151 -0.05 -0.06 0.03 2.99
C 1.0762 1.3287 -4.3460 -0.01 0.00 -0.01 -2.26
C -0.9754 -0.1028 -4.5788 0.02 -0.05 0.00 -1.46
C -3.8849 3.3508 -1.0472 0.02 -0.05 0.03 2.80
C -5.3435 3.1444 -1.4622 0.00 -0.01 0.01 -1.67
C -3.7159 4.6887 -0.3264 0.00 -0.01 0.00 -1.71
H -3.1398 -2.7315 -4.4194 0.01 -0.01 -0.01 0.44
H -4.2959 -2.3672 -3.1347 0.00 0.02 -0.01 0.31
H -4.1084 -4.0201 -3.7100 -0.02 -0.01 0.03 0.43
H -1.8531 -2.4446 -2.3801 0.03 -0.01 0.02 -1.30
H -2.0708 -5.4066 -3.0548 0.02 0.01 -0.03 0.41
H -0.6981 -4.6127 -2.2754 0.05 -0.01 0.02 0.36
H -1.1287 -4.2051 -3.9400 0.02 0.01 0.00 0.48
H -3.9002 -5.4828 -1.9034 -0.02 0.00 0.01 0.37
H -4.6622 -6.3529 0.2761 0.01 -0.02 0.00 0.37
H -3.9774 -5.1946 2.3374 0.00 -0.01 0.00 0.40
H -3.0455 -3.7099 3.4348 -0.01 0.05 0.00 0.68
H -0.8811 -4.5294 2.6494 0.02 0.00 -0.01 0.52
H -0.6431 -3.1952 3.7866 0.09 0.02 0.08 0.39
H -0.4587 -2.9190 2.0524 0.06 0.03 -0.03 -0.15
H -2.2227 -0.9819 2.3859 0.03 0.00 -0.01 -0.20
H -2.4206 -1.4583 4.0706 -0.02 0.00 0.02 0.56
H -3.8298 -1.4080 2.9923 -0.01 0.01 -0.01 0.45
H -4.0590 -1.5075 -1.0889 0.03 0.01 0.07 0.62
H -3.9056 0.5312 -2.1161 0.08 0.02 -0.02 0.18
H -3.6604 5.0595 -3.0905 0.00 0.02 0.00 0.40
H -2.1813 4.9718 -5.0501 0.00 0.01 -0.01 0.36
H -0.5972 3.1017 -5.3102 -0.01 0.01 0.00 0.34
H -0.0628 0.4876 -2.7400 0.02 0.01 -0.01 -1.33
H 0.9502 1.6736 -5.3749 0.01 -0.02 -0.01 0.55
H 1.7401 0.4645 -4.3702 0.06 -0.06 0.03 0.25
H 1.5701 2.1165 -3.7769 0.00 0.01 0.02 0.48
H -1.2515 0.3242 -5.5459 0.01 0.01 -0.02 0.39
H -1.8922 -0.4521 -4.0978 -0.03 -0.02 0.01 0.13
H -0.3327 -0.9686 -4.7568 -0.03 0.03 0.02 0.33
H -3.6160 2.5718 -0.3372 0.00 0.11 -0.14 -1.75
H -5.6576 3.9089 -2.1756 0.01 0.01 0.00 0.34
H -6.0024 3.2092 -0.5936 -0.02 0.00 0.01 0.44
H -5.4972 2.1733 -1.9368 -0.01 0.01 0.00 0.31
H -3.9965 5.5244 -0.9695 -0.01 0.01 0.01 0.42
H -2.6848 4.8257 -0.0045 0.02 -0.02 -0.01 0.32
H -4.3590 4.7248 0.5562 -0.02 0.01 0.03 0.45
C 6.5737 1.6626 -1.2521 0.00 0.00 -0.01 -1.66
C 5.8986 1.1518 -2.5325 0.02 0.00 0.00 1.88
C 5.6908 2.3260 -3.4986 0.00 0.00 0.00 -1.71
C 6.8340 0.1428 -3.1989 -0.01 0.00 0.01 -2.17
C 4.5467 0.5385 -2.1773 0.00 0.08 0.01 -0.24
C 3.5703 1.3232 -1.5840 0.05 0.00 -0.03 -0.88
C 2.3464 0.7855 -1.2430 -0.05 -0.06 0.03 0.55
Br 1.0736 1.9689 -0.4969 0.07 0.15 -0.13 0.14
C 2.0303 -0.5743 -1.4195 -0.09 0.02 0.02 0.17
O 0.8616 -1.1034 -1.0300 0.04 0.06 0.26 -0.48
C 2.9986 -1.3642 -2.0915 -0.04 0.04 0.05 -0.46
C 4.2176 -0.7860 -2.4339 0.00 0.01 -0.02 -0.67
C 2.7077 -2.8075 -2.5129 -0.02 0.04 -0.04 2.26
C 2.3867 -3.6890 -1.3058 -0.08 -0.01 0.08 -1.59
C 3.8960 -3.4529 -3.2310 0.00 -0.04 -0.03 -2.68
C 1.5359 -2.7991 -3.5009 0.00 0.03 -0.01 -1.03
H 7.5464 2.1024 -1.4837 0.01 0.01 0.00 0.46
H 6.7245 0.8459 -0.5440 0.00 -0.01 0.00 0.33
H 5.9683 2.4253 -0.7607 -0.01 0.01 0.01 0.33
H 6.6518 2.7678 -3.7716 0.01 0.01 0.00 0.46
H 5.0770 3.1087 -3.0517 -0.01 0.00 0.00 0.32
H 5.1943 1.9910 -4.4111 0.00 -0.01 -0.01 0.34
H 7.7829 0.6277 -3.4344 0.01 0.01 0.00 0.46
H 6.4150 -0.2398 -4.1314 0.00 0.00 -0.01 0.39
H 7.0459 -0.7040 -2.5438 0.00 -0.01 0.01 0.38
H 3.7411 2.3733 -1.3872 0.01 0.03 0.01 0.54
H 4.9472 -1.4043 -2.9311 0.00 0.03 0.03 0.64
H 3.2513 -3.7224 -0.6420 0.02 -0.01 0.12 0.45
H 2.1772 -4.7111 -1.6342 -0.01 0.00 0.00 0.52
H 1.5270 -3.3132 -0.7552 -0.03 0.02 0.05 -0.17
H 4.7722 -3.5288 -2.5840 0.00 0.00 0.00 0.46
H 4.1766 -2.9066 -4.1331 -0.01 -0.02 -0.02 0.44
H 3.6167 -4.4646 -3.5315 0.00 -0.01 0.01 0.49
H 0.6414 -2.3744 -3.0483 -0.02 0.01 0.03 -0.54
H 1.3205 -3.8169 -3.8299 -0.05 -0.06 -0.01 0.72
H 1.7954 -2.2097 -4.3841 -0.01 0.02 0.00 0.27
C 2.5256 3.5525 4.1645 0.00 0.00 0.01 -0.89
C 1.4108 2.7836 4.4650 0.03 0.01 0.03 -0.79
C 1.1996 1.5883 3.7943 0.04 -0.09 0.02 -0.67
C 2.0843 1.1296 2.8211 0.10 0.02 -0.10 0.76
C 3.2059 1.9138 2.5409 -0.03 0.04 -0.04 -0.66
C 3.4251 3.1134 3.2026 0.00 -0.01 0.00 -0.68
Si 1.8432 -0.4976 1.9091 -0.08 0.14 -0.01 1.30
C 2.0579 -1.8414 3.2278 -0.21 0.07 0.00 0.65
C 2.3354 -3.1594 2.8603 -0.06 0.02 0.13 -0.33
C 2.5144 -4.1553 3.8069 0.00 -0.04 -0.01 -0.63
C 2.4132 -3.8544 5.1584 0.01 -0.03 0.00 -0.54
C 2.1458 -2.5522 5.5493 -0.01 0.02 0.00 -0.75
C 1.9759 -1.5584 4.5929 -0.04 -0.01 0.03 -0.57
H 2.6943 4.4899 4.6791 0.01 0.01 0.01 0.41
H 0.7035 3.1152 5.2155 0.02 -0.02 0.00 0.55
H 0.3319 0.9895 4.0500 0.02 0.01 -0.01 0.92
H 3.9104 1.5876 1.7834 0.00 -0.01 -0.01 0.42
H 4.2977 3.7089 2.9653 0.01 0.01 0.00 0.42
H 3.0055 -0.6310 1.0007 0.01 -0.07 -0.01 -0.44
H 2.4022 -3.4133 1.8164 0.05 -0.08 -0.33 0.34
H 2.7302 -5.1686 3.4911 0.00 0.00 0.00 0.42
H 2.5508 -4.6297 5.9015 0.00 -0.01 0.00 0.37
H 2.0786 -2.3052 6.6017 0.00 0.01 0.01 0.42
H 1.7890 -0.5444 4.9226 0.03 -0.04 0.02 0.32
C -1.9405 4.7101 7.2691 -0.01 0.01 0.01 -1.61
C -1.8859 3.9621 5.9661 -0.01 0.01 0.00 1.17
C -2.1066 2.5875 5.9176 0.00 -0.01 0.00 -1.02
C -2.0575 1.8999 4.7154 -0.01 0.03 0.00 -0.19
C -1.7872 2.5956 3.5481 -0.04 -0.04 0.03 -0.77
C -1.5520 3.9587 3.5686 -0.05 -0.01 -0.02 -0.66
C -1.6093 4.6328 4.7782 -0.04 0.02 -0.01 -0.80
S -1.6957 1.7561 1.9634 0.07 -0.10 -0.15 2.08
C -3.4710 1.4667 1.8310 0.00 -0.06 0.12 -1.50
O -1.3590 2.7986 0.9708 -0.06 0.10 0.02 -0.74
H -2.0522 4.0301 8.1120 0.00 0.00 0.00 0.37
H -2.7825 5.4043 7.2824 0.00 0.00 0.00 0.34
H -1.0331 5.2953 7.4224 0.01 0.00 0.00 0.35
H -2.3129 2.0475 6.8336 0.00 0.00 0.01 0.33
H -2.2167 0.8284 4.6964 0.00 -0.05 0.00 0.21
H -1.3161 4.4665 2.6428 0.01 0.00 -0.01 0.51
H -1.4227 5.7000 4.8008 0.00 0.01 0.00 0.39
H -3.9604 2.4394 1.8102 0.01 0.00 0.01 0.47
H -3.8064 0.8857 2.6862 0.01 0.00 0.03 0.61
H -3.6537 0.9164 0.9114 -0.01 -0.03 0.08 0.20
```
Positions in Å, forces in eV/Å.

Properties
Highest occupied orbital energy (alpha / beta), Eh: -0.267 / -0.267
Lowest unoccupied orbital energy (alpha / beta), eV: -0.84 / -0.84
Frontier orbital gap (alpha / beta), eV: 6.42 / 6.42

=====

Here is the molecule CH5N2P in a non-equilibrium geometry from the Open Molecules 2025 dataset. Energies are from ωB97M-V/def2-TZVPD.

The geometry in XYZ format:
```
9
Properties=species:S:1:pos:R:3:forces:R:3:nbo_charge:R:1
C 1.4254 -0.4254 -0.0034 0.70 4.70 2.01 -0.41
N -2.2908 0.5671 -0.0088 -3.05 0.25 -0.77 -1.24
N 0.1980 0.3043 0.0889 -2.87 -2.76 0.67 -0.93
P -1.2669 -0.5788 0.1290 1.06 1.25 -0.20 1.19
H 1.2475 -1.3984 -0.1330 -0.35 -3.77 -1.50 0.20
H 1.9495 0.2028 -0.6932 1.26 -0.92 -0.90 0.20
H 1.9238 -0.3624 0.9605 0.54 0.04 0.16 0.18
H -3.3508 0.4332 -0.2027 2.75 -0.12 0.78 0.40
H 0.1644 1.2575 -0.1373 -0.04 1.33 -0.25 0.40
```
Positions in Å, forces in eV/Å.

Properties
Highest occupied orbital energy, Eh: -0.330
Lowest unoccupied orbital energy, eV: 0.73
Frontier orbital gap, eV: 9.71
Structure (SMILES): [H]/N=P/NC

=====

Here are the calculated relative energy (zero: lowest compared OMol25 entry of this formula, charge and spin) numbers, same order: 412.45, 33.07, 446.47, 148.16, 36.42 (kJ/mol).
Here are the calculated calculated total energy numbers, same order: -1597.22526, -4213.60029, -457.55275, -5973.49013, -491.93349 (hartree).